A cluster of 8 separate species, C42H82BrFNO30S8 in total. Source: the Open Molecules 2025 dataset; level of theory: ωB97M-V/def2-TZVPD.

Structure (ORCA input):
```
! RIJCOSX wB97M-V def2-TZVPD def2/J DEFGRID3
* xyz 1 1
C 1.293 1.879 5.626
C -0.168 1.625 5.138
C -0.171 0.878 3.756
Br -1.269 -0.724 3.955
C -0.419 1.818 2.562
C -1.459 3.026 2.690
C -2.773 2.661 3.425
C -4.148 3.069 2.874
C -1.312 3.583 1.226
C -2.474 4.311 0.508
C -2.085 5.329 -0.586
C -2.142 4.886 -2.074
S -2.785 3.209 -2.413
N -0.504 2.616 0.372
C 0.897 2.945 -0.013
C 1.182 4.328 -0.576
F 1.421 5.277 0.407
C -0.642 1.279 1.085
C 0.495 0.264 0.899
C 0.556 -0.378 -0.531
C 1.024 -1.846 -0.497
C 2.421 -1.934 0.203
C 3.573 -2.360 -0.727
C 4.930 -1.900 -0.123
C 5.334 -0.482 -0.640
C 5.262 0.611 0.449
O 3.996 1.338 0.399
C 4.171 2.672 0.647
C 4.421 3.141 2.083
O 4.141 3.432 -0.227
C -2.054 0.824 0.617
C -2.441 -0.681 0.813
C -3.728 -0.745 1.709
C -2.879 -1.367 -0.531
H 1.904 0.980 5.455
H 1.735 2.719 5.073
H 1.283 2.066 6.708
H -0.728 1.044 5.879
H -0.646 2.612 5.092
H 0.862 0.518 3.653
H 0.517 2.417 2.585
H -0.955 3.772 3.323
H -2.709 3.061 4.449
H -2.805 1.569 3.574
H -4.304 4.159 2.822
H -4.406 2.664 1.884
H -4.923 2.699 3.563
H -0.638 4.440 1.416
H -2.961 4.893 1.304
H -3.217 3.551 0.228
H -2.780 6.176 -0.476
H -1.111 5.766 -0.309
H -1.177 4.971 -2.598
H -2.794 5.583 -2.617
H -1.832 2.541 -3.115
H -1.007 2.702 -0.523
H 1.635 2.758 0.778
H 1.180 2.247 -0.818
H 0.456 4.684 -1.317
H 2.139 4.245 -1.118
H 0.323 -0.594 1.568
H 1.481 0.653 1.188
H 1.358 0.154 -1.085
H -0.363 -0.215 -1.109
H 0.279 -2.550 -0.104
H 1.199 -2.138 -1.544
H 2.718 -0.963 0.632
H 2.349 -2.690 1.000
H 3.639 -3.450 -0.825
H 3.495 -1.948 -1.745
H 4.872 -1.840 0.978
H 5.745 -2.597 -0.356
H 6.383 -0.525 -0.977
H 4.744 -0.166 -1.513
H 6.101 1.320 0.367
H 5.349 0.139 1.441
H 3.584 2.846 2.731
H 4.505 4.233 2.065
H 5.368 2.751 2.485
H -2.869 1.398 1.085
H -2.192 0.998 -0.466
H -1.654 -1.318 1.226
H -3.886 -1.742 2.138
H -4.560 -0.433 1.071
H -3.693 -0.029 2.543
H -3.873 -1.007 -0.824
H -3.012 -2.432 -0.277
H -2.120 -1.289 -1.321
C 1.509 -7.663 -1.153
C 1.381 -7.158 0.266
O 1.455 -5.730 0.156
S 0.804 -5.275 -1.242
O -0.532 -4.871 -1.004
O 1.736 -4.457 -1.921
O 0.776 -6.718 -1.945
H 2.549 -7.654 -1.486
H 1.101 -8.663 -1.275
H 2.169 -7.537 0.912
H 0.408 -7.414 0.692
C 4.802 -6.317 3.820
C 5.649 -6.246 2.568
O 6.111 -7.585 2.366
S 4.995 -8.619 2.886
O 4.226 -9.046 1.770
O 5.603 -9.522 3.783
O 4.112 -7.568 3.728
H 5.422 -6.334 4.719
H 4.092 -5.496 3.887
H 6.489 -5.563 2.670
H 5.051 -5.959 1.699
C 9.516 3.808 1.047
C 8.887 2.933 -0.015
O 9.505 1.649 0.158
S 9.841 1.428 1.713
O 8.799 0.659 2.294
O 11.202 1.068 1.831
O 9.659 2.953 2.190
H 10.509 4.147 0.745
H 8.899 4.669 1.291
H 9.058 3.308 -1.007
H 7.812 2.818 0.153
C 6.237 6.784 -3.439
C 7.144 6.303 -4.550
O 8.160 5.545 -3.882
S 7.530 4.835 -2.589
O 7.201 3.500 -2.920
O 8.331 5.168 -1.462
O 6.173 5.690 -2.516
H 6.665 7.644 -2.920
H 5.242 7.037 -3.797
H 7.585 7.121 -5.113
H 6.617 5.634 -5.234
C -8.294 -0.810 -2.460
C -8.594 0.004 -1.224
O -8.483 -0.924 -0.142
S -7.369 -2.021 -0.499
O -6.147 -1.643 0.121
O -7.940 -3.304 -0.320
O -7.242 -1.713 -2.066
H -9.156 -1.406 -2.765
H -7.973 -0.193 -3.288
H -9.586 0.448 -1.247
H -7.847 0.789 -1.077
C -11.739 -5.650 -1.916
C -11.844 -5.142 -0.494
O -11.763 -3.718 -0.613
S -12.432 -3.260 -2.000
O -13.760 -2.846 -1.748
O -11.502 -2.446 -2.691
O -12.478 -4.706 -2.700
H -10.703 -5.647 -2.263
H -12.156 -6.648 -2.031
H -11.048 -5.519 0.144
H -12.812 -5.391 -0.052
C -3.554 -1.019 -5.357
C -4.011 0.426 -5.381
O -5.418 0.365 -5.139
S -5.737 -0.883 -4.167
O -5.847 -0.408 -2.836
O -6.742 -1.669 -4.773
O -4.323 -1.632 -4.318
H -3.786 -1.523 -6.297
H -2.491 -1.114 -5.148
H -3.808 0.912 -6.332
H -3.552 1.001 -4.572
*
```

Output
E_LUMO   -2.165 eV
Frontier orbital gap   9.617 eV
Molecular weight   1436.5 g mol⁻¹
E_tot   -267226.20302 eV


A structure of composition C42H83BaN2O20. Source: the Open Molecules 2025 dataset; level of theory: ωB97M-V/def2-TZVPD.

Structure (ORCA input):
```
! RIJCOSX wB97M-V def2-TZVPD def2/J DEFGRID3
* xyz 1 1
Ba -0.912 2.118 -3.086
C -1.080 -1.039 0.270
C -0.807 0.070 -0.713
O -0.380 -0.356 -1.803
O -1.065 1.241 -0.444
H -1.274 -2.021 -0.162
H -1.912 -0.752 0.914
H -0.245 -1.134 0.964
C 1.266 -2.948 -3.231
C 0.685 -4.112 -3.669
C 1.410 -4.896 -4.546
C 2.653 -4.515 -5.014
C 3.146 -3.243 -4.684
C 2.513 -2.518 -3.715
N 3.391 -5.393 -5.899
O 4.516 -4.975 -6.294
O 2.980 -6.546 -6.121
H 0.636 -2.371 -2.570
H -0.297 -4.483 -3.415
H 1.153 -5.925 -4.748
H 4.049 -2.877 -5.149
H 2.901 -1.558 -3.410
C -5.617 -3.758 -0.158
C -4.302 -3.471 -0.259
C -3.579 -3.848 -1.430
C -4.313 -4.330 -2.512
C -5.678 -4.576 -2.421
C -6.337 -4.288 -1.227
N -3.652 -4.543 -3.805
O -3.990 -5.480 -4.489
O -2.819 -3.713 -4.145
H -6.128 -3.555 0.772
H -3.752 -2.996 0.540
H -2.514 -3.670 -1.411
H -6.207 -4.950 -3.285
H -7.403 -4.430 -1.133
C 1.833 0.646 -5.370
O 0.674 0.366 -4.583
C -0.190 -0.564 -5.185
C -1.162 0.189 -6.111
O -2.123 0.816 -5.320
C -3.058 1.637 -6.017
H 2.485 1.391 -4.913
H 1.611 1.143 -6.314
H 2.379 -0.288 -5.499
H -0.803 -1.066 -4.438
H 0.264 -1.436 -5.656
H -1.627 -0.546 -6.768
H -0.685 0.957 -6.720
H -3.923 1.900 -5.408
H -3.330 1.055 -6.897
H -2.510 2.522 -6.342
C 5.358 4.918 4.252
O 4.227 4.347 3.639
C 3.551 3.369 4.439
C 2.439 2.645 3.663
O 2.826 1.970 2.479
C 1.813 1.292 1.698
H 6.118 4.138 4.264
H 5.208 5.208 5.292
H 5.839 5.686 3.647
H 3.126 3.835 5.328
H 4.353 2.665 4.662
H 1.717 3.370 3.288
H 1.840 2.046 4.349
H 2.274 1.027 0.747
H 0.992 1.994 1.556
H 1.449 0.424 2.248
C 0.973 -4.399 -0.247
O 2.114 -4.033 0.571
C 2.857 -2.975 0.057
C 3.731 -2.376 1.234
O 4.617 -3.251 1.953
C 4.020 -4.016 3.029
H 0.223 -4.754 0.460
H 1.296 -5.099 -1.017
H 0.586 -3.472 -0.670
H 2.141 -2.173 -0.122
H 3.426 -3.220 -0.840
H 3.215 -1.673 1.888
H 4.379 -1.740 0.631
H 4.623 -4.914 3.159
H 3.038 -4.482 2.938
H 4.088 -3.423 3.941
C 4.824 -0.042 7.152
O 3.499 -0.157 6.633
C 3.346 -1.051 5.466
C 1.816 -1.301 5.227
O 1.627 -1.742 3.900
C 0.267 -1.821 3.588
H 5.463 -0.923 7.208
H 4.805 0.443 8.128
H 5.375 0.635 6.501
H 3.907 -1.938 5.758
H 3.879 -0.712 4.577
H 1.307 -0.338 5.244
H 1.464 -2.043 5.943
H -0.373 -2.341 4.301
H 0.245 -2.390 2.658
H -0.076 -0.792 3.482
C -0.193 4.441 -0.019
O 0.201 3.983 -1.335
C 1.154 4.643 -2.087
C 2.253 3.690 -1.995
O 1.985 2.501 -2.677
C 3.053 1.561 -2.413
H 0.555 4.131 0.711
H -1.158 4.017 0.261
H -0.174 5.530 0.018
H 1.358 5.656 -1.738
H 0.797 4.757 -3.111
H 2.392 3.538 -0.924
H 3.167 4.086 -2.437
H 3.291 1.508 -1.350
H 3.877 1.860 -3.060
H 2.641 0.580 -2.648
C -3.602 2.822 8.256
O -3.109 2.189 7.102
C -3.789 2.638 5.924
C -3.305 2.081 4.556
O -1.961 2.391 4.426
C -1.462 2.161 3.157
H -3.238 2.267 9.120
H -4.692 2.791 8.244
H -3.265 3.854 8.347
H -3.859 3.723 5.843
H -4.829 2.334 6.048
H -3.916 2.580 3.804
H -3.424 1.019 4.342
H -1.805 2.975 2.518
H -1.935 1.255 2.778
H -0.376 2.077 3.207
C -3.490 -0.580 -2.722
O -3.371 0.834 -2.717
C -4.436 1.416 -2.015
C -4.525 2.926 -2.298
O -3.294 3.610 -2.082
C -3.451 5.022 -2.338
H -2.665 -0.930 -3.344
H -4.371 -0.981 -3.223
H -3.372 -1.100 -1.772
H -4.335 1.316 -0.934
H -5.347 0.965 -2.409
H -5.331 3.369 -1.712
H -4.911 3.047 -3.310
H -4.314 5.505 -1.880
H -3.540 5.094 -3.422
H -2.582 5.548 -1.943
*
```

Output
Relative energy (zero: lowest compared OMol25 entry of this formula, charge and spin)   197.9 kJ/mol
E_LUMO   -2.753 eV
Frontier orbital gap   8.034 eV
Molecular weight   1073.4 g mol⁻¹
E_tot   -89506.22934 eV


A cluster of 14 separate species, C42H84O14 in total. Source: the Open Molecules 2025 dataset; level of theory: ωB97M-V/def2-TZVPD.

Structure (ORCA input):
```
! RIJCOSX wB97M-V def2-TZVPD def2/J DEFGRID3
* xyz 0 1
C 0.903 -6.764 -1.424
C -0.343 -6.725 -0.572
O -0.668 -7.738 0.017
C -1.103 -5.441 -0.457
H 1.743 -6.285 -0.920
H 0.646 -6.342 -2.399
H 1.202 -7.802 -1.546
H -1.710 -5.310 0.436
H -1.812 -5.423 -1.294
H -0.442 -4.577 -0.547
C 0.046 -1.552 -0.335
C 0.158 -0.103 0.078
O 1.059 0.309 0.771
C -0.848 0.857 -0.507
H 0.840 -1.754 -1.056
H -0.919 -1.797 -0.768
H 0.247 -2.158 0.551
H -1.062 0.608 -1.547
H -0.410 1.854 -0.528
H -1.754 0.773 0.094
C -4.334 2.383 -1.653
C -4.378 3.866 -1.968
O -3.932 4.690 -1.187
C -4.982 4.343 -3.252
H -3.820 2.275 -0.700
H -3.712 1.931 -2.425
H -5.359 2.028 -1.575
H -4.505 3.833 -4.093
H -4.858 5.413 -3.378
H -6.047 4.093 -3.213
C 3.671 -0.363 -2.031
C 4.625 -0.595 -3.180
O 4.366 -1.321 -4.113
C 5.842 0.316 -3.178
H 3.303 0.658 -1.997
H 4.272 -0.525 -1.129
H 2.913 -1.143 -2.005
H 6.536 0.008 -3.954
H 6.291 0.186 -2.190
H 5.497 1.343 -3.281
C -4.017 3.387 2.679
C -4.345 1.917 2.910
O -4.403 1.503 4.034
C -4.488 1.046 1.685
H -3.540 3.707 3.603
H -4.969 3.918 2.604
H -3.423 3.548 1.785
H -3.583 0.947 1.086
H -5.320 1.260 1.010
H -4.749 0.042 2.039
C -0.326 4.802 -0.515
C 0.048 6.104 0.146
O 0.863 6.143 1.031
C -0.644 7.346 -0.353
H 0.455 4.079 -0.281
H -0.364 4.997 -1.587
H -1.244 4.315 -0.181
H -1.636 7.491 0.077
H -0.668 7.385 -1.439
H -0.095 8.214 0.022
C -1.217 2.242 -4.040
C 0.252 2.582 -4.144
O 1.056 2.274 -3.295
C 0.722 3.075 -5.484
H -1.255 1.154 -3.940
H -1.808 2.542 -4.902
H -1.697 2.673 -3.159
H 0.671 4.174 -5.492
H 0.076 2.764 -6.301
H 1.783 2.882 -5.627
C -4.683 -2.884 -1.187
C -3.761 -2.246 -0.158
O -3.382 -1.112 -0.327
C -3.499 -3.026 1.111
H -5.703 -2.792 -0.805
H -4.506 -3.955 -1.295
H -4.579 -2.357 -2.131
H -3.792 -4.065 1.003
H -4.020 -2.463 1.884
H -2.433 -2.995 1.343
C -1.486 -1.407 3.999
C -1.599 -2.923 4.001
O -2.655 -3.433 4.288
C -0.370 -3.672 3.519
H -1.057 -1.160 3.027
H -0.933 -1.015 4.858
H -2.413 -0.889 4.260
H 0.272 -3.868 4.380
H 0.188 -3.217 2.709
H -0.729 -4.656 3.205
C -0.576 3.688 4.854
C 0.110 2.940 3.745
O 1.134 2.313 3.924
C -0.527 2.875 2.380
H -1.421 3.197 5.331
H -0.922 4.641 4.442
H 0.186 3.929 5.595
H 0.135 2.328 1.713
H -0.508 3.919 2.039
H -1.532 2.466 2.407
C 3.931 -4.142 0.323
C 2.842 -4.393 1.313
O 1.693 -4.124 1.064
C 3.219 -5.002 2.650
H 4.392 -5.078 -0.009
H 4.738 -3.600 0.821
H 3.605 -3.621 -0.573
H 2.522 -4.687 3.421
H 4.217 -4.691 2.978
H 3.336 -6.085 2.577
C 0.716 -2.632 -6.704
C 0.344 -1.828 -5.485
O -0.517 -0.981 -5.535
C 1.087 -2.114 -4.183
H 1.565 -2.171 -7.209
H -0.150 -2.690 -7.366
H 0.940 -3.682 -6.507
H 2.157 -2.084 -4.401
H 0.809 -3.062 -3.728
H 0.858 -1.247 -3.562
C 2.690 2.895 -0.174
C 3.965 2.606 0.593
O 5.058 2.522 0.062
C 3.889 2.606 2.096
H 2.497 3.918 0.155
H 1.998 2.138 0.193
H 2.827 2.794 -1.246
H 2.940 2.987 2.477
H 4.650 3.256 2.519
H 3.962 1.553 2.375
C 3.723 -1.696 5.460
C 2.345 -1.500 4.897
O 1.344 -1.655 5.555
C 2.290 -1.046 3.450
H 4.288 -0.786 5.677
H 4.328 -2.270 4.751
H 3.760 -2.260 6.394
H 1.599 -1.734 2.967
H 3.287 -1.134 3.012
H 2.023 -0.004 3.276
*
```

Output
Relative energy (zero: lowest compared OMol25 entry of this formula, charge and spin)   81.2 kJ/mol
E_LUMO   0.249 eV
Frontier orbital gap   9.250 eV
Molecular weight   813.1 g mol⁻¹
E_tot   -73579.99273 eV